The following is a DFT calculation (ωB97M-V with the def2-TZVPD basis set) of an isolated molecule of C23H27FN2O2.

ORCA input file:
```
! RIJCOSX wB97M-V def2-TZVPD def2/J DEFGRID3
* xyz 0 1
C 1.75014 8.62558 4.25351
C 1.33140 7.37080 3.55150
C 0.26319 6.61831 4.02853
C -0.14054 5.47252 3.37384
C 0.52543 5.03773 2.23146
C 1.58533 5.79408 1.74259
C 1.97792 6.94718 2.39704
H 2.79879 7.52975 2.00294
H 2.09153 5.50681 0.83142
C 0.03662 3.79675 1.56422
O -1.13054 3.45533 1.59435
N 0.99400 3.07503 0.93228
H 1.95773 3.35963 0.99932
C 0.71715 1.84385 0.22830
C 1.18140 1.92800 -1.22642
C 0.90661 0.60293 -1.93356
N 1.61310 -0.45940 -1.24656
C 1.11613 -0.62145 0.10467
C 1.39932 0.65080 0.90026
H 1.03636 0.54001 1.92292
H 2.47776 0.82026 0.92708
H 1.63285 -1.46701 0.56529
H 0.03071 -0.82201 0.12915
C 1.75468 -1.68424 -1.99776
H 2.42019 -2.34020 -1.42694
C 0.45497 -2.44474 -2.31448
C 0.75280 -3.71399 -3.11866
C -0.53053 -4.45982 -3.40696
O -1.00447 -4.49346 -4.52086
C -1.22301 -5.11005 -2.26112
C -2.55176 -5.49488 -2.45291
C -3.27121 -6.10425 -1.44568
C -2.64277 -6.33464 -0.23392
C -1.32411 -5.97497 -0.01357
C -0.61743 -5.36178 -1.03044
H 0.41355 -5.09800 -0.85645
H -0.86810 -6.17984 0.94232
F -3.32931 -6.92964 0.75870
H -4.29861 -6.40133 -1.58389
H -3.00518 -5.30101 -3.41327
H 1.45122 -4.34921 -2.57237
H 1.20681 -3.44199 -4.07321
H -0.05324 -2.70509 -1.38421
H -0.21092 -1.80495 -2.89616
H 2.25826 -1.43477 -2.93660
H 1.26919 0.65102 -2.96291
H -0.18346 0.43131 -1.95659
H 0.66273 2.73889 -1.73949
H 2.25490 2.12669 -1.25085
H -0.37049 1.71784 0.26665
H -0.97673 4.89244 3.73399
H -0.25710 6.94006 4.91926
H 1.72114 8.49132 5.33283
H 2.75445 8.92133 3.96032
H 1.06811 9.43774 4.00037
*
```

Values from the calculation:
Orbital gap (Eh): 0.328
Energy relative to the best compared isomer or geometry (same formula, charge and spin) (kJ/mol): 82.3
LUMO energy (Eh): 0.0117